86
Properties=species:S:1:pos:R:3 method="wB97M-V/def2-TZVPD" multiplicity=1 total_charge=0
Li 3.154 -2.350 -0.098
B 0.684 -0.686 0.675
F 1.376 -1.837 0.526
F -0.412 -0.707 1.530
F 1.672 0.257 0.898
F 0.111 -0.456 -0.600
C 5.610 -0.798 -0.472
O 4.338 -0.735 0.221
H 5.361 -1.041 -1.502
H 6.173 -1.647 -0.071
H 6.085 0.050 -0.376
H 4.553 -0.772 1.165
C -2.761 -3.608 3.671
O -2.322 -2.294 3.970
H -2.598 -4.181 4.527
H -2.111 -4.165 3.079
H -3.816 -3.553 3.409
H -1.605 -1.914 3.478
C 2.257 0.187 -3.331
O 1.532 -0.995 -2.827
H 2.856 -0.361 -4.015
H 2.616 0.815 -2.404
H 1.392 0.868 -3.784
H 0.788 -0.687 -2.180
C -0.685 -5.013 0.854
O -0.112 -3.961 1.714
H -0.477 -5.897 1.624
H -0.224 -5.066 -0.107
H -1.740 -5.019 0.802
H -0.564 -3.175 1.363
C 3.483 2.549 5.787
C 3.758 2.734 4.332
C 2.917 1.958 3.500
C 1.894 1.041 3.997
C 1.801 0.944 5.392
C 2.496 1.630 6.348
O 2.352 1.568 7.604
O 3.039 2.022 2.102
H 4.152 3.147 6.610
H 4.426 3.210 3.965
H 1.362 0.423 3.153
H 1.019 0.236 5.942
H 1.766 0.876 7.664
H 2.479 1.386 1.746
C -3.736 -0.046 1.520
C -4.995 0.551 1.931
C -6.244 0.100 1.458
C -6.286 -1.037 0.595
C -5.067 -1.606 0.165
C -3.740 -1.128 0.640
O -2.706 -1.799 0.276
O -7.366 0.623 2.001
H -2.884 0.398 1.954
H -4.883 1.470 2.563
H -7.186 -1.352 0.102
H -5.126 -2.442 -0.522
H -1.947 -1.272 0.463
H -8.307 0.347 1.665
C -2.673 -1.157 -5.707
C -3.964 -1.320 -5.336
C -4.291 -1.110 -3.980
C -3.378 -0.719 -3.062
C -2.100 -0.703 -3.454
C -1.637 -0.951 -4.847
O -0.274 -0.893 -5.141
O -5.600 -1.279 -3.580
H -2.159 -1.145 -6.736
H -4.723 -1.446 -5.899
H -3.710 -0.756 -1.887
H -1.456 -0.357 -2.665
H 0.310 -0.731 -4.347
H -6.318 -1.641 -3.957
C 2.731 4.141 -1.262
C 2.418 4.963 -2.233
C 3.019 4.889 -3.445
C 3.693 3.668 -3.805
C 4.073 2.785 -2.818
C 3.590 3.065 -1.482
O 3.866 2.273 -0.485
O 2.803 5.804 -4.455
H 2.225 4.395 -0.319
H 1.707 5.690 -2.213
H 4.132 3.766 -4.949
H 4.547 1.945 -3.010
H 3.364 2.575 0.375
H 2.209 6.439 -4.003

92
Properties=species:S:1:pos:R:3 method="wB97M-V/def2-TZVPD" multiplicity=1 total_charge=0
O 4.757 -18.308 10.595
C 5.514 -18.955 11.255
O 5.117 -19.963 12.052
C 6.243 -20.440 12.872
C 7.272 -19.295 12.815
C 7.012 -18.725 11.430
H 6.579 -21.328 12.338
H 5.804 -20.638 13.842
H 8.244 -19.772 12.949
H 7.078 -18.602 13.630
H 7.523 -19.225 10.607
H 7.191 -17.653 11.416
O 7.278 -20.144 7.840
C 7.410 -18.947 7.846
O 8.552 -18.361 8.225
C 8.416 -16.907 8.270
C 6.952 -16.590 7.978
C 6.411 -17.904 7.397
H 9.060 -16.591 7.462
H 8.773 -16.532 9.222
H 6.827 -15.871 7.176
H 6.350 -16.264 8.824
H 6.522 -17.904 6.305
H 5.408 -18.243 7.641
O 5.428 -24.683 5.833
C 5.739 -23.565 5.556
O 6.631 -23.321 4.546
C 6.896 -21.916 4.454
C 5.719 -21.246 5.169
C 5.378 -22.264 6.230
H 6.935 -21.631 3.405
H 7.852 -21.683 4.931
H 4.902 -21.122 4.451
H 5.926 -20.231 5.510
H 4.357 -22.266 6.596
H 6.040 -22.210 7.100
O 8.812 -14.212 6.629
C 9.875 -13.673 6.768
O 10.975 -14.354 7.148
C 12.109 -13.483 7.258
C 11.561 -12.072 7.307
C 10.241 -12.227 6.557
H 12.733 -13.645 6.374
H 12.735 -13.773 8.100
H 12.192 -11.351 6.786
H 11.409 -11.649 8.300
H 10.387 -12.101 5.477
H 9.439 -11.531 6.788
O 0.468 -17.604 4.092
C 1.658 -17.614 4.020
O 2.351 -16.448 3.873
C 3.772 -16.664 3.878
C 3.959 -18.121 4.271
C 2.638 -18.775 3.910
H 4.257 -15.951 4.532
H 4.088 -16.544 2.838
H 4.172 -18.282 5.336
H 4.862 -18.560 3.836
H 2.359 -19.610 4.540
H 2.565 -19.008 2.842
O 10.856 -24.378 6.986
C 10.093 -24.002 7.818
O 10.484 -23.726 9.098
C 9.312 -23.650 9.941
C 8.254 -23.080 9.004
C 8.589 -23.779 7.703
H 9.554 -22.983 10.767
H 9.095 -24.635 10.356
H 8.371 -21.997 8.962
H 7.244 -23.206 9.404
H 8.361 -23.214 6.799
H 8.078 -24.732 7.548
C 11.621 -16.931 10.642
Br 10.143 -18.085 11.022
Br 11.105 -15.090 10.912
Br 12.209 -17.163 8.829
H 12.433 -17.138 11.322
C 2.957 -13.514 7.220
Br 2.956 -11.704 7.841
Br 4.682 -14.117 6.650
Br 1.689 -13.827 5.814
H 2.657 -14.121 8.061
C 1.501 -19.666 7.848
Br 3.368 -19.895 8.103
Br 0.750 -20.874 6.535
Br 0.896 -17.862 7.689
H 1.044 -20.036 8.752
C 10.148 -18.936 4.566
Br 9.752 -17.096 4.978
Br 11.130 -19.786 5.959
Br 10.998 -19.104 2.869
H 9.191 -19.432 4.518

80
Properties=species:S:1:pos:R:3 method="wB97M-V/def2-TZVPD" multiplicity=1 total_charge=+1
Ca 0.114 -0.499 -0.172
C 1.098 -1.189 4.087
P -0.062 -1.474 2.705
C -1.654 -0.924 3.414
C -0.247 -3.305 2.750
C -1.186 -3.825 1.657
P -0.524 -3.493 -0.028
C -1.894 -4.069 -1.082
C 0.708 -4.838 -0.200
H 0.748 -1.652 5.011
H 1.209 -0.116 4.252
H 2.080 -1.597 3.842
H -1.589 0.137 3.659
H -1.900 -1.478 4.322
H -2.451 -1.048 2.680
H -0.608 -3.593 3.741
H 0.751 -3.740 2.638
H -2.157 -3.325 1.717
H -1.369 -4.895 1.786
H -2.178 -5.099 -0.861
H -1.604 -3.990 -2.131
H -2.748 -3.410 -0.921
H 0.250 -5.822 -0.088
H 1.497 -4.733 0.547
H 1.172 -4.779 -1.186
C -1.544 3.188 -0.834
P -1.032 2.222 0.636
C -2.472 2.479 1.732
C 0.251 3.324 1.362
C -0.131 4.454 2.087
C 0.808 5.315 2.629
C 2.160 5.062 2.445
C 2.555 3.952 1.720
C 1.619 3.073 1.175
P 2.160 1.623 0.192
C 2.527 2.370 -1.437
C 3.842 1.263 0.810
H -1.701 4.236 -0.578
H -2.477 2.772 -1.218
H -0.790 3.115 -1.619
H -2.867 3.493 1.669
H -2.205 2.264 2.767
H -3.253 1.784 1.421
H -1.180 4.670 2.238
H 0.485 6.180 3.192
H 2.903 5.728 2.864
H 3.613 3.770 1.580
H 3.221 3.207 -1.350
H 1.601 2.712 -1.900
H 2.958 1.607 -2.087
H 4.540 2.086 0.664
H 4.220 0.398 0.261
H 3.806 1.007 1.870
O -0.838 -1.240 -3.987
S -1.106 -0.268 -2.971
O 0.084 0.434 -2.461
N -1.805 -0.855 -1.628
C -3.021 -0.337 -1.403
S -3.903 -0.633 -0.035
C -3.432 0.610 -2.487
C -4.625 1.298 -2.612
C -4.771 2.175 -3.680
C -3.746 2.363 -4.605
C -2.547 1.668 -4.490
C -2.422 0.809 -3.419
H -5.412 1.146 -1.886
H -5.697 2.722 -3.799
H -3.891 3.053 -5.426
H -1.749 1.796 -5.209
I 5.099 -3.943 1.204
C 4.010 -3.078 -0.339
C 4.269 -3.368 -1.670
C 3.482 -2.774 -2.642
C 2.464 -1.916 -2.255
N 2.218 -1.637 -0.972
C 2.980 -2.205 -0.036
H 5.066 -4.048 -1.941
H 3.649 -2.975 -3.691
H 1.819 -1.441 -2.984
H 2.752 -1.956 0.997

84
Properties=species:S:1:pos:R:3 method="wB97M-V/def2-TZVPD" multiplicity=1 total_charge=+3
Zr -0.581 -1.170 -0.688
O 1.371 -0.412 -0.658
S 2.746 0.234 -0.413
C 3.393 -0.746 0.942
C 2.537 -0.772 2.218
C 2.388 -2.178 2.815
C 1.505 -3.132 2.024
S -0.290 -2.878 2.058
O -0.536 -1.506 1.288
C -0.556 -2.469 3.752
C -0.778 -1.162 4.159
C -0.980 -0.926 5.512
C -0.958 -1.979 6.417
C -0.742 -3.282 5.984
C -0.549 -3.542 4.636
C 2.482 1.792 0.346
C 3.493 2.715 0.100
C 3.407 3.967 0.695
C 2.314 4.281 1.493
C 1.301 3.348 1.709
C 1.380 2.090 1.140
H 4.388 -0.324 1.103
H 3.535 -1.732 0.493
H 1.546 -0.354 2.026
H 2.997 -0.124 2.963
H 2.028 -2.095 3.841
H 3.367 -2.661 2.879
H 1.573 -4.159 2.399
H 1.750 -3.165 0.959
H -0.790 -0.349 3.446
H -1.155 0.083 5.860
H -1.120 -1.785 7.468
H -0.736 -4.099 6.692
H -0.402 -4.560 4.294
H 4.330 2.470 -0.543
H 4.186 4.696 0.523
H 2.249 5.259 1.950
H 0.460 3.604 2.340
H 0.599 1.353 1.312
C -1.240 3.192 -3.426
C -0.677 3.539 -2.052
N -1.561 3.178 -0.930
C -2.434 4.256 -0.408
C -3.786 4.313 -1.103
C -1.631 1.932 -0.494
C -2.476 1.602 0.696
N -0.956 0.934 -1.063
H -0.492 3.405 -4.190
H -2.120 3.789 -3.653
H -1.530 2.142 -3.504
H -0.507 4.611 -1.981
H 0.297 3.071 -1.878
H -1.889 5.187 -0.550
H -2.555 4.132 0.664
H -3.689 4.600 -2.148
H -4.413 5.056 -0.613
H -4.300 3.353 -1.057
H -2.366 2.333 1.493
H -2.194 0.628 1.101
H -3.527 1.570 0.406
H -0.430 1.250 -1.871
N -3.004 -1.252 -0.811
N -3.619 -0.292 -1.710
H -3.243 -2.209 -1.084
H -3.454 -1.102 0.094
H -4.608 -0.520 -1.801
H -3.195 -0.418 -2.626
F 3.455 -3.276 -5.764
C 2.451 -2.824 -5.052
C 1.539 -3.639 -4.523
N 0.462 -3.144 -3.769
C -0.330 -4.049 -2.920
C -0.320 -3.479 -1.517
O -1.371 -3.331 -0.850
O 0.731 -2.877 -1.110
C 0.315 -1.827 -3.578
O -0.637 -1.372 -2.841
N 1.197 -1.005 -4.145
C 2.388 -1.374 -4.850
O 3.171 -0.544 -5.184
H 1.580 -4.710 -4.668
H 0.120 -5.040 -2.941
H -1.356 -4.115 -3.274
H 1.052 -0.006 -4.047

79
Properties=species:S:1:pos:R:3 method="wB97M-V/def2-TZVPD" multiplicity=1 total_charge=+1
S -0.165 3.709 -2.410
C 0.551 2.534 -1.369
S 0.737 0.791 -2.043
C -0.648 -0.220 -1.199
C -1.637 -0.977 -2.262
C -3.232 -0.936 -1.892
C -3.579 -0.854 -0.293
C -2.951 -1.918 0.836
C -3.390 -1.626 2.423
N -4.289 -0.441 2.685
N -4.863 0.454 1.835
C -4.558 0.322 0.384
Cl -5.310 1.587 -0.801
N 0.993 3.027 -0.011
C 1.658 1.957 0.823
C 0.972 1.076 2.023
C 1.855 -0.045 2.896
C 3.478 -0.281 2.582
C 4.179 0.588 1.356
C 3.269 1.677 0.522
C -0.090 3.774 0.733
C -1.608 3.245 1.056
C -2.763 4.152 1.853
C -2.367 5.686 2.345
C -0.847 6.217 2.031
C 0.294 5.307 1.253
H -1.171 0.533 -0.473
H -0.066 -1.025 -0.545
H -1.283 -2.111 -2.313
H -1.491 -0.531 -3.334
H -3.693 -0.017 -2.497
H -3.739 -1.898 -2.384
H -2.252 -2.795 0.499
H -2.951 -2.321 3.258
H -4.506 -0.290 3.720
H -0.155 1.218 2.304
H 1.372 -0.675 3.785
H 4.152 -1.043 3.202
H 5.312 0.492 1.079
H 3.787 2.316 -0.327
H -1.958 2.183 0.712
H -3.857 3.708 2.022
H -3.173 6.351 2.874
H -0.558 7.299 2.382
H 1.388 5.720 1.017
C -6.787 -3.324 -7.089
C -5.817 -4.182 -6.281
C -5.367 -3.522 -4.958
O -4.373 -2.504 -5.120
C -4.893 -1.225 -5.449
N -4.667 -4.531 -7.129
H -6.296 -2.480 -7.580
H -7.256 -3.922 -7.879
H -7.586 -2.932 -6.452
H -6.345 -5.108 -6.023
H -4.895 -4.295 -4.341
H -6.221 -3.146 -4.383
H -5.853 -1.030 -4.961
H -4.988 -1.127 -6.532
H -4.175 -0.472 -5.112
H -4.063 -5.172 -6.612
H -4.094 -3.687 -7.225
C 8.041 -0.659 5.849
C 6.915 -0.662 4.818
C 7.411 -0.846 3.367
O 7.975 0.335 2.786
C 9.341 0.549 3.105
N 6.127 0.571 4.969
H 8.620 0.268 5.840
H 7.632 -0.769 6.860
H 8.729 -1.494 5.679
H 6.265 -1.514 5.054
H 6.543 -1.091 2.744
H 8.102 -1.692 3.279
H 9.901 -0.388 3.178
H 9.425 1.118 4.032
H 9.784 1.153 2.308
H 5.329 0.526 4.335
H 6.691 1.339 4.590

| no. | calculated total energy (hartree) | lowest unoccupied orbital energy (eV) | E_HOMO (eV) |
| --- | --- | --- | --- |
| 1 | -2425.562695 | -1.3 | -7.28 |
| 2 | -32881.998608 | -0.3 | -10.00 |
| 3 | -4488.019110 | -2.5 | -10.77 |
| 4 | -2813.542879 | -8.0 | -16.95 |
| 5 | -2771.122768 | -5.7 | -10.16 |